Below is a molecular structure, C28H20EuF6N9O4S4, with properties calculated with the ωB97M-V functional and the def2-TZVPD basis.

<S²>: 15.760
Multiplicity: 8
Net charge: -1
Frontier orbital gap (alpha / beta), eV: 5.30 / 6.86
Molecular weight, g/mol: 940.7

Atoms and positions in Å:
1 Eu -0.173 -0.038 -0.513
2 C -2.126 -3.675 -3.330
3 C -1.624 -4.862 -2.804
4 C -0.818 -4.792 -1.693
5 C -0.551 -3.543 -1.100
6 N -1.022 -2.390 -1.628
7 C -1.786 -2.484 -2.716
8 N 0.228 -3.574 0.020
9 C 0.057 -2.717 0.977
10 N -0.891 -1.735 0.995
11 C -0.990 -1.243 2.266
12 N -1.902 -0.417 2.670
13 C -2.820 0.117 1.813
14 C -4.062 0.455 2.381
15 C -5.041 1.016 1.599
16 C -4.770 1.227 0.250
17 C -3.533 0.860 -0.245
18 N -2.558 0.329 0.498
19 C 0.021 -1.891 3.123
20 C 0.370 -1.763 4.452
21 C 1.459 -2.500 4.905
22 C 2.172 -3.336 4.058
23 C 1.797 -3.507 2.732
24 C 0.714 -2.782 2.285
25 H -2.759 -3.675 -4.203
26 H -1.864 -5.814 -3.258
27 H -0.385 -5.667 -1.234
28 H -2.142 -1.544 -3.125
29 H -4.208 0.238 3.426
30 H -6.002 1.282 2.017
31 H -5.504 1.664 -0.407
32 H -3.314 1.000 -1.302
33 H -0.179 -1.108 5.110
34 H 1.769 -2.402 5.935
35 H 3.037 -3.860 4.436
36 H 2.337 -4.164 2.066
37 C -0.669 3.179 4.244
38 S 0.478 1.772 4.276
39 C 0.691 1.400 2.582
40 S -0.135 2.222 1.350
41 N 1.616 0.484 2.400
42 N 1.705 -0.109 1.211
43 C 2.791 -0.781 0.968
44 C 2.913 -1.550 -0.239
45 C 4.033 -2.368 -0.445
46 C 4.110 -3.135 -1.586
47 C 3.093 -3.034 -2.527
48 C 2.040 -2.171 -2.270
49 N 1.915 -1.472 -1.147
50 H -0.100 4.076 4.459
51 H -1.437 3.014 4.991
52 H -1.097 3.225 3.247
53 H 3.606 -0.792 1.689
54 H 4.808 -2.393 0.304
55 H 4.945 -3.800 -1.739
56 H 3.124 -3.603 -3.443
57 H 1.250 -2.039 -3.002
58 F 2.545 4.093 -1.911
59 C 3.113 3.059 -2.517
60 F 4.233 2.748 -1.867
61 F 3.439 3.433 -3.750
62 S 1.892 1.631 -2.594
63 O 1.516 1.313 -1.238
64 O 2.528 0.600 -3.338
65 N 0.678 2.348 -3.318
66 S -0.647 1.789 -2.713
67 O -0.711 0.346 -2.734
68 O -1.076 2.318 -1.457
69 C -1.886 2.435 -3.974
70 F -3.142 2.247 -3.558
71 F -1.708 3.736 -4.143
72 F -1.756 1.824 -5.147

These are the Mulliken partial charges, in e, on atoms 1 to 2:
1 Eu 0.65
2 C -0.91

***

Below is 2 unconnected molecules or ions with the total composition C5H10O2, with properties calculated with the ωB97M-V functional and the def2-TZVPD basis.

Multiplicity: 1
Net charge: 0
Frontier orbital gap, eV: 10.22
Molecular weight, g/mol: 102.1

Atoms and positions in Å:
1 C -0.626 -1.836 -0.693
2 C -0.218 -0.674 -1.192
3 O -1.080 0.355 -1.402
4 C -0.762 1.539 -0.678
5 C -0.990 1.346 0.813
6 H 0.056 -2.675 -0.617
7 H -1.655 -1.975 -0.379
8 H 0.811 -0.489 -1.515
9 H 0.278 1.842 -0.888
10 H -1.430 2.305 -1.085
11 H -0.196 0.743 1.269
12 H -1.011 2.313 1.321
13 H -1.955 0.851 0.970
14 C 2.188 -0.915 1.012
15 O 2.266 0.157 1.557
16 H 1.577 -1.739 1.424
17 H 2.750 -1.146 0.084

These are the natural (NBO) partial charges, in e, on atoms 1 to 2:
1 C -0.48
2 C 0.13